--- i ---
Density functional theory data (the ωB97M-V functional and the def2-TZVPD basis) for a 13-piece molecular cluster, C52H78O39 overall.

The HOMO energy comes out at -10.010 eV. The calculation puts the lowest unoccupied orbital energy at -0.21 eV. The calculation puts the HOMO-LUMO gap at 9.8 eV. As for the molar mass: 1327.157 g/mol.

Cartesian coordinates (Å):
1 C -5.706 1.324 8.133
2 C -6.692 2.425 7.729
3 C -8.180 1.967 7.808
4 O -8.780 3.021 8.503
5 C -7.812 3.715 9.149
6 O -7.973 4.537 10.116
7 O -6.610 3.429 8.658
8 H -5.731 0.486 7.436
9 H -5.819 1.100 9.194
10 H -4.719 1.688 7.848
11 H -6.409 2.947 6.815
12 H -8.498 0.947 8.023
13 H -8.721 2.003 6.863
14 C -13.535 9.812 4.194
15 C -13.370 11.142 4.896
16 C -12.401 12.004 4.227
17 O -12.921 13.245 4.585
18 C -14.208 13.195 4.901
19 O -15.011 14.063 4.967
20 O -14.547 11.830 4.992
21 H -12.605 9.252 4.296
22 H -13.706 9.851 3.119
23 H -14.158 9.070 4.694
24 H -13.060 10.937 5.920
25 H -12.374 11.904 3.142
26 H -11.495 11.725 4.765
27 C -13.102 5.567 11.330
28 C -12.601 6.542 10.198
29 C -13.247 6.261 8.864
30 O -13.685 7.510 8.382
31 C -13.770 8.399 9.414
32 O -14.379 9.429 9.344
33 O -13.151 7.834 10.509
34 H -12.608 5.802 12.272
35 H -12.934 4.530 11.038
36 H -14.178 5.732 11.398
37 H -11.512 6.523 10.236
38 H -14.176 5.698 8.956
39 H -12.616 5.735 8.149
40 C -12.130 -3.818 2.105
41 C -11.666 -2.552 2.609
42 C -12.588 -1.418 2.713
43 O -12.480 -0.921 4.047
44 C -11.730 -1.652 4.786
45 O -11.547 -1.520 5.982
46 O -11.317 -2.718 4.027
47 H -12.121 -4.634 2.827
48 H -11.559 -4.004 1.195
49 H -13.122 -3.501 1.782
50 H -10.782 -2.191 2.083
51 H -13.616 -1.721 2.518
52 H -12.251 -0.664 2.002
53 C -18.659 -1.435 6.318
54 C -19.599 -1.399 5.116
55 C -20.921 -0.808 5.264
56 O -21.068 0.116 4.129
57 C -19.784 0.402 3.718
58 O -19.540 1.214 2.856
59 O -18.960 -0.441 4.294
60 H -17.634 -1.617 5.994
61 H -18.898 -2.162 7.094
62 H -18.733 -0.496 6.867
63 H -19.504 -2.360 4.610
64 H -21.018 -0.355 6.250
65 H -21.511 -1.725 5.286
66 C -15.696 -6.351 -0.893
67 C -16.923 -5.409 -0.607
68 C -17.219 -5.192 0.835
69 O -17.149 -3.782 0.934
70 C -16.756 -3.193 -0.216
71 O -16.567 -1.979 -0.385
72 O -16.591 -4.152 -1.160
73 H -15.439 -6.198 -1.941
74 H -15.929 -7.413 -0.809
75 H -14.795 -6.275 -0.284
76 H -17.693 -5.758 -1.296
77 H -16.396 -5.652 1.381
78 H -18.227 -5.580 0.982
79 C -14.007 2.927 -9.899
80 C -14.079 1.895 -8.789
81 C -12.698 1.768 -7.935
82 O -13.201 2.332 -6.712
83 C -14.520 2.440 -6.648
84 O -15.055 2.811 -5.631
85 O -15.082 2.255 -7.888
86 H -13.905 3.934 -9.495
87 H -14.980 3.091 -10.362
88 H -13.327 2.811 -10.744
89 H -14.406 0.965 -9.253
90 H -11.876 2.345 -8.358
91 H -12.443 0.709 -7.948
92 C -20.741 5.247 -1.193
93 C -20.889 6.691 -0.543
94 C -19.723 7.316 0.278
95 O -19.561 8.574 -0.473
96 C -20.414 8.555 -1.522
97 O -20.606 9.539 -2.262
98 O -21.192 7.522 -1.615
99 H -21.532 4.563 -0.884
100 H -19.826 4.759 -0.859
101 H -20.901 5.265 -2.272
102 H -21.795 6.733 0.061
103 H -18.736 6.861 0.190
104 H -19.887 7.488 1.342
105 C -8.364 1.454 0.014
106 C -7.240 1.185 0.975
107 C -7.587 0.791 2.306
108 O -6.761 -0.242 2.661
109 C -5.965 -0.550 1.668
110 O -4.987 -1.255 1.690
111 O -6.366 0.215 0.539
112 H -7.908 1.625 -0.961
113 H -8.791 2.417 0.296
114 H -9.171 0.722 0.016
115 H -6.624 2.082 0.914
116 H -8.608 0.414 2.371
117 H -7.268 1.530 3.040
118 C -6.050 9.440 4.049
119 C -6.803 8.711 2.931
120 C -7.443 7.379 3.101
121 O -8.755 7.650 2.559
122 C -8.914 8.878 2.179
123 O -9.864 9.420 1.668
124 O -7.807 9.543 2.521
125 H -5.070 8.972 4.137
126 H -6.584 9.124 4.945
127 H -5.839 10.499 3.901
128 H -6.029 8.737 2.164
129 H -7.581 6.998 4.113
130 H -6.918 6.678 2.452
131 C -19.391 6.153 7.326
132 C -20.885 5.572 7.193
133 C -20.996 4.066 7.317
134 O -22.173 3.963 8.041
135 C -22.534 5.118 8.629
136 O -23.501 5.281 9.377
137 O -21.675 6.060 8.228
138 H -19.355 7.234 7.191
139 H -18.594 5.727 6.716
140 H -18.899 6.053 8.293
141 H -21.176 6.026 6.245
142 H -20.144 3.552 7.761
143 H -21.304 3.646 6.360
144 C -12.440 11.534 -3.862
145 C -12.548 10.667 -2.602
146 C -13.390 11.328 -1.495
147 O -14.422 10.471 -1.160
148 C -14.344 9.322 -1.931
149 O -14.989 8.266 -1.865
150 O -13.416 9.520 -2.821
151 H -12.044 10.992 -4.721
152 H -11.663 12.262 -3.632
153 H -13.330 12.042 -4.235
154 H -11.622 10.216 -2.246
155 H -13.910 12.250 -1.754
156 H -12.770 11.597 -0.640
157 C -14.510 3.470 0.541
158 C -13.863 4.367 1.580
159 C -14.501 4.457 2.897
160 O -13.305 4.711 3.693
161 C -12.292 4.030 3.117
162 O -11.146 4.026 3.596
163 O -12.585 3.799 1.882
164 H -13.790 2.753 0.145
165 H -14.936 4.032 -0.291
166 H -15.444 2.952 0.760
167 H -13.676 5.367 1.189
168 H -14.790 3.443 3.170
169 H -15.274 5.222 2.962


--- ii ---
Density functional theory data (the ωB97M-V functional and the def2-TZVPD basis) for a 13-piece molecular cluster, C52H78O39 overall.

The HOMO energy comes out at -10.560 eV. The calculation puts the lowest unoccupied orbital energy at -0.12 eV. The calculation puts the HOMO-LUMO gap at 10.4 eV. As for the molar mass: 1327.157 g/mol.

Cartesian coordinates (Å):
1 C 8.759 -4.956 2.777
2 C 7.490 -5.639 2.232
3 C 7.435 -5.996 0.741
4 O 6.905 -7.288 0.848
5 C 7.019 -7.831 2.028
6 O 6.763 -9.007 2.462
7 O 7.482 -6.910 2.835
8 H 9.672 -5.478 2.491
9 H 8.742 -4.878 3.864
10 H 8.711 -3.920 2.444
11 H 6.601 -5.019 2.344
12 H 8.383 -6.156 0.228
13 H 6.783 -5.378 0.122
14 C 3.884 -8.180 -4.870
15 C 2.424 -7.839 -4.446
16 C 1.667 -6.735 -5.253
17 O 0.393 -7.344 -5.413
18 C 0.420 -8.608 -4.994
19 O -0.577 -9.313 -4.897
20 O 1.635 -8.987 -4.573
21 H 4.234 -8.955 -4.188
22 H 4.518 -7.294 -4.835
23 H 3.977 -8.551 -5.891
24 H 2.329 -7.430 -3.440
25 H 2.143 -6.629 -6.228
26 H 1.676 -5.853 -4.611
27 C -0.770 -9.777 1.711
28 C -1.326 -10.864 2.664
29 C -1.742 -12.197 2.013
30 O -1.016 -13.177 2.880
31 C -0.073 -12.538 3.610
32 O 0.765 -13.154 4.269
33 O -0.325 -11.246 3.597
34 H -1.523 -9.541 0.959
35 H 0.075 -10.260 1.220
36 H -0.447 -8.860 2.204
37 H -2.137 -10.419 3.241
38 H -1.301 -12.187 1.016
39 H -2.809 -12.411 1.943
40 C -4.364 -4.297 3.340
41 C -5.284 -5.435 3.626
42 C -6.654 -5.128 4.215
43 O -7.436 -5.915 3.388
44 C -6.772 -6.406 2.285
45 O -7.304 -6.996 1.348
46 O -5.510 -6.038 2.405
47 H -4.912 -3.645 2.659
48 H -3.412 -4.519 2.858
49 H -4.163 -3.693 4.225
50 H -4.753 -6.111 4.296
51 H -6.852 -4.061 4.115
52 H -6.672 -5.358 5.281
53 C -2.213 8.664 0.163
54 C -2.119 10.288 0.163
55 C -1.572 10.878 1.470
56 O -0.451 11.606 1.100
57 C -0.254 11.476 -0.184
58 O 0.624 12.113 -0.777
59 O -1.155 10.682 -0.748
60 H -2.841 8.330 -0.663
61 H -2.730 8.307 1.054
62 H -1.290 8.086 0.184
63 H -3.081 10.746 -0.068
64 H -1.329 10.034 2.115
65 H -2.365 11.487 1.904
66 C 4.698 7.494 -5.540
67 C 4.579 6.845 -6.946
68 C 5.732 5.879 -7.272
69 O 5.181 4.634 -7.457
70 C 3.883 4.638 -7.288
71 O 3.181 3.647 -7.340
72 O 3.490 5.895 -6.851
73 H 3.833 8.131 -5.356
74 H 5.549 8.175 -5.538
75 H 4.754 6.817 -4.687
76 H 4.302 7.570 -7.712
77 H 6.368 5.787 -6.393
78 H 6.461 6.288 -7.972
79 C 2.224 -4.640 7.906
80 C 2.113 -5.946 8.756
81 C 3.031 -7.157 8.371
82 O 3.769 -7.384 9.455
83 C 3.416 -6.656 10.475
84 O 3.817 -6.776 11.591
85 O 2.712 -5.597 10.032
86 H 1.645 -4.712 6.985
87 H 3.199 -4.518 7.433
88 H 1.990 -3.701 8.406
89 H 1.093 -6.292 8.925
90 H 3.630 -6.900 7.498
91 H 2.365 -7.964 8.065
92 C -9.872 -0.353 0.105
93 C -8.988 0.729 -0.583
94 C -9.401 2.156 -0.390
95 O -8.334 2.670 0.442
96 C -7.340 1.779 0.525
97 O -6.291 1.942 1.168
98 O -7.754 0.602 0.105
99 H -9.389 -1.329 0.150
100 H -10.729 -0.504 -0.551
101 H -10.290 -0.043 1.063
102 H -8.833 0.442 -1.623
103 H -10.372 2.207 0.102
104 H -9.394 2.589 -1.390
105 C 2.045 2.754 -1.166
106 C 1.101 1.459 -0.984
107 C 1.280 0.455 -2.118
108 O 1.624 -0.784 -1.507
109 C 1.787 -0.593 -0.173
110 O 2.088 -1.446 0.630
111 O 1.653 0.724 0.105
112 H 2.042 3.304 -0.225
113 H 1.840 3.454 -1.976
114 H 3.086 2.433 -1.128
115 H 0.071 1.760 -0.792
116 H 2.077 0.726 -2.811
117 H 0.396 0.322 -2.742
118 C -5.185 -3.923 -3.550
119 C -6.201 -4.342 -4.671
120 C -6.414 -5.812 -4.725
121 O -7.828 -5.965 -4.847
122 C -8.434 -4.863 -4.556
123 O -9.681 -4.738 -4.363
124 O -7.523 -3.853 -4.410
125 H -4.142 -4.164 -3.752
126 H -5.330 -4.419 -2.590
127 H -5.187 -2.835 -3.482
128 H -5.820 -4.135 -5.672
129 H -5.866 -6.351 -3.952
130 H -5.952 -6.164 -5.648
131 C 8.188 12.603 -1.002
132 C 8.477 11.261 -0.300
133 C 8.979 11.438 1.156
134 O 8.351 10.249 1.700
135 C 7.321 9.873 1.024
136 O 6.592 8.962 1.416
137 O 7.207 10.591 -0.102
138 H 9.120 13.129 -1.209
139 H 7.686 13.287 -0.317
140 H 7.602 12.578 -1.921
141 H 9.125 10.619 -0.897
142 H 8.667 12.401 1.558
143 H 10.066 11.382 1.221
144 C 1.491 3.306 6.081
145 C -0.018 3.522 6.409
146 C -0.401 3.531 7.896
147 O -0.906 4.795 8.158
148 C -0.920 5.556 7.008
149 O -1.424 6.706 6.930
150 O -0.346 4.838 6.010
151 H 2.118 4.025 6.609
152 H 1.873 3.391 5.064
153 H 1.719 2.315 6.472
154 H -0.680 2.807 5.920
155 H 0.319 3.269 8.672
156 H -1.252 2.855 7.977
157 C -2.765 7.707 -8.099
158 C -3.325 7.615 -6.668
159 C -4.862 7.503 -6.689
160 O -5.117 6.361 -5.895
161 C -4.018 5.634 -5.735
162 O -3.963 4.569 -5.191
163 O -2.964 6.338 -6.127
164 H -1.698 7.520 -8.226
165 H -3.058 8.646 -8.569
166 H -3.142 6.857 -8.667
167 H -3.025 8.510 -6.123
168 H -5.155 7.374 -7.731
169 H -5.394 8.342 -6.240


Among the structures shown above, ii is the most stable, with the second-best lying 0.0826 hartree higher.